9
Properties=species:S:1:pos:R:3:forces:R:3:nbo_charge:R:1 method="wB97M-V/def2-TZVPD" multiplicity=1 fmax_ha_per_bohr=0.0774 e_lumo_ev=0.89 smiles="[H]/N=C/NC=O" orbital_gap_ha=0.398 homo_ev=-9.931 e_tot_ha=-263.29629
N -0.82347 1.26536 1.60629 0.138 -0.154 -0.525 -0.666
C -0.47448 0.82542 0.46772 -0.002 0.020 -0.192 0.280
N 0.22606 -0.36587 0.34608 0.079 -0.068 -0.623 -0.633
C 0.69722 -1.04944 -0.77602 1.275 -2.291 0.386 0.403
O 1.29303 -2.11071 -0.59052 0.425 -1.010 2.347 -0.608
H -1.32515 2.14696 1.51063 0.092 -0.160 0.004 0.351
H -0.66442 1.29217 -0.50054 -0.072 0.107 0.069 0.160
H 0.44338 -0.85742 1.22295 -0.053 0.162 -0.584 0.428
H 0.88186 -1.24450 -1.84869 -1.883 3.394 -0.882 0.285



9
Properties=species:S:1:pos:R:3:forces:R:3:nbo_charge:R:1 method="wB97M-V/def2-TZVPD" multiplicity=1 fmax_ha_per_bohr=0.0213 e_lumo_ev=1.15 smiles=N1O[C@@H]2N[C@H]12 orbital_gap_ha=0.390 homo_ev=-9.467 e_tot_ha=-263.20749
N 1.29007 0.11260 0.11915 0.034 -0.171 -0.140 -0.314
C 0.11265 0.23052 -0.70132 -0.001 0.268 -0.533 0.007
N -1.06327 -0.56248 -0.35351 0.074 -0.327 0.041 -0.606
C -0.67174 0.49244 0.51792 -0.132 0.285 -0.192 0.184
O 0.42883 0.06242 1.33129 0.671 0.256 -0.324 -0.383
H 1.87272 -0.70611 -0.09583 -0.495 -0.329 0.920 0.341
H 0.23388 0.53914 -1.72945 -0.242 0.442 0.112 0.206
H -0.90120 -1.47781 0.05586 0.066 -0.057 -0.021 0.360
H -1.30195 1.30929 0.85589 0.025 -0.368 0.137 0.205



9
Properties=species:S:1:pos:R:3:forces:R:3:nbo_charge:R:1 method="wB97M-V/def2-TZVPD" multiplicity=1 fmax_ha_per_bohr=0.0432 e_lumo_ev="-0.19 / -0.19" orbital_gap_ha="0.326 / 0.326" homo_ev="-9.072 / -9.071" e_tot_ha=-263.22257
N 0.64610 -1.10593 1.60962 1.234 0.419 -1.535 -0.582
C 1.19742 -0.63718 0.63605 -1.431 -0.389 1.653 0.320
N 0.11753 0.97492 -0.27028 -0.129 -0.354 0.362 -0.851
C -1.05309 0.56219 -0.84560 -0.368 0.590 0.216 0.498
O -2.16001 1.07947 -0.69347 1.099 -0.655 -0.167 -0.615
H 1.07782 -1.86625 2.14632 -0.186 0.299 -0.190 0.424
H 1.42785 0.03076 -0.23016 -0.024 0.097 -0.163 0.351
H -0.04697 1.67706 0.46292 0.012 -0.229 -0.350 0.369
H -0.89426 -0.30186 -1.53359 -0.206 0.223 0.173 0.087



9
Properties=species:S:1:pos:R:3:forces:R:3:nbo_charge:R:1 method="wB97M-V/def2-TZVPD" multiplicity=1 fmax_ha_per_bohr=0.1006 e_lumo_ev=1.00 smiles="O=C1CNN1" orbital_gap_ha=0.355 homo_ev=-8.669 e_tot_ha=-263.27885
C -0.42517 0.86411 -0.24507 -0.035 -0.415 1.609 0.655
C -0.18511 -0.54727 -0.77702 4.250 2.946 0.021 -0.326
N 0.35370 0.53119 0.83457 0.244 1.454 2.378 -0.491
N 0.71029 -0.77259 0.38788 1.064 1.332 -1.613 -0.452
O -1.02662 1.85120 -0.54081 -0.157 0.387 -0.417 -0.580
H -1.03597 -1.04202 -0.88320 -3.386 -2.671 -0.634 0.213
H 0.46461 -0.36769 -1.63671 -0.479 -0.876 -0.433 0.223
H 0.57491 0.93315 1.79274 -0.301 -0.548 -2.028 0.404
H 0.56937 -1.45009 1.06762 -1.199 -1.610 1.118 0.353



9
Properties=species:S:1:pos:R:3:forces:R:3:nbo_charge:R:1 method="wB97M-V/def2-TZVPD" multiplicity=1 fmax_ha_per_bohr=0.0764 e_lumo_ev=0.83 smiles="N[C@@]1(O)C=N1" orbital_gap_ha=0.353 homo_ev=-8.768 e_tot_ha=-263.26193
C -1.33965 0.18341 0.66043 0.722 -1.238 -1.294 0.025
C -0.14196 -0.17590 -0.14284 -0.847 0.196 2.420 0.446
N -1.41911 0.14639 -0.63538 -1.743 0.026 0.976 -0.357
N 0.87432 0.78422 -0.24950 2.944 1.501 -2.124 -0.873
O 0.29989 -1.51695 -0.12337 -2.180 0.842 -1.737 -0.690
H -1.94478 0.21477 1.60744 0.447 0.403 -1.431 0.225
H 1.77121 0.28603 -0.45366 -0.951 0.913 0.138 0.365
H 0.79871 1.58415 -0.99799 -0.401 -2.395 1.818 0.395
H 1.10138 -1.50613 0.33488 2.010 -0.248 1.234 0.466



9
Properties=species:S:1:pos:R:3:forces:R:3:mulliken_spin:R:1 method="wB97M-V/def2-TZVPD" multiplicity=3 fmax_ha_per_bohr=0.0793 e_lumo_ev="1.03 / -3.62" orbital_gap_ha="0.265 / 0.215" homo_ev="-6.189 / -9.458" e_tot_ha=-263.19448
C -0.14389 1.03214 -0.13800 2.039 1.207 -0.731 0.336
C 1.08285 0.25819 -0.05745 -0.101 -2.121 -0.355 0.215
N -1.24484 0.51730 0.21273 1.814 -1.810 -0.094 0.668
N 1.13787 -1.12822 -0.33702 0.584 2.548 1.242 0.130
O 2.08606 0.81864 0.37420 1.400 0.463 -0.172 0.578
H 0.14903 2.09042 -0.47083 -0.898 -1.319 0.783 0.054
H -1.98643 1.09219 0.28420 -3.682 1.755 0.060 0.025
H 0.37057 -1.61465 -0.67715 -1.514 -0.599 -0.792 0.001
H 2.03634 -1.55631 -0.34288 0.359 -0.124 0.059 -0.008



What did the fourth record say?
9
Properties=species:S:1:pos:R:3:forces:R:3:nbo_charge:R:1 method="wB97M-V/def2-TZVPD" multiplicity=1 fmax_ha_per_bohr=0.1006 e_lumo_ev=1.00 smiles="O=C1CNN1" orbital_gap_ha=0.355 homo_ev=-8.669 e_tot_ha=-263.27885
C -0.42517 0.86411 -0.24507 -0.035 -0.415 1.609 0.655
C -0.18511 -0.54727 -0.77702 4.250 2.946 0.021 -0.326
N 0.35370 0.53119 0.83457 0.244 1.454 2.378 -0.491
N 0.71029 -0.77259 0.38788 1.064 1.332 -1.613 -0.452
O -1.02662 1.85120 -0.54081 -0.157 0.387 -0.417 -0.580
H -1.03597 -1.04202 -0.88320 -3.386 -2.671 -0.634 0.213
H 0.46461 -0.36769 -1.63671 -0.479 -0.876 -0.433 0.223
H 0.57491 0.93315 1.79274 -0.301 -0.548 -2.028 0.404
H 0.56937 -1.45009 1.06762 -1.199 -1.610 1.118 0.353